1.
This record from OMol25 describes a 8-piece molecular cluster, C29H45NO13 overall. The level of theory is ωB97M-V with the def2-TZVPD basis set.

largest force on an atom: 6.7 eV/A
SMILES: c1cc[nH]c1.O=C1CCCO1.O=C1CCCO1.O=C1CCCO1.O=C1CCCO1.O=C1CCCO1.O=C1CCCO1.CO
M: 615.67 g/mol
E_tot: -58907.886 eV
ΔE to the lowest compared entry with this formula, charge and spin: 193.1 kJ/mol
multiplicity: 1
LUMO level: -0.3 eV
gap between HOMO and LUMO: 8.1 eV
HOMO energy: -8.411 eV

Atoms and positions in Å:
C1 -14.02015 -4.78707 -27.48058
C2 -14.74362 -5.68261 -28.27793
C3 -14.58239 -6.90239 -27.73694
N1 -13.81582 -6.79274 -26.60084
C4 -13.37124 -5.47523 -26.46635
H1 -13.88397 -3.75295 -27.76066
H2 -15.29628 -5.40021 -29.16179
H3 -14.97304 -7.86446 -28.03397
H4 -13.52687 -7.56310 -26.01505
H5 -12.67821 -5.15332 -25.70313
O1 -21.47572 -15.02168 -28.42079
C5 -21.07149 -13.85407 -28.46867
C6 -19.69187 -13.31241 -28.08323
C7 -19.72289 -11.90754 -28.65016
C8 -21.26471 -11.59056 -28.66544
O2 -21.92421 -12.87264 -28.71188
H6 -19.64812 -13.15465 -27.00559
H7 -18.88300 -13.95412 -28.43256
H8 -19.20466 -11.09361 -28.14317
H9 -19.33415 -11.91460 -29.66846
H10 -21.57935 -11.22806 -27.68681
H11 -21.57183 -10.90893 -29.45864
O3 -12.35312 -14.86076 -33.92915
C9 -13.15146 -14.95958 -32.99174
C10 -12.97211 -15.04163 -31.48238
C11 -14.28137 -14.63011 -30.95380
C12 -15.17452 -15.10214 -32.04172
O4 -14.50936 -14.95333 -33.24839
H12 -12.71097 -16.08667 -31.31560
H13 -12.12605 -14.44518 -31.14100
H14 -14.37697 -15.14053 -29.99546
H15 -14.23641 -13.55944 -30.75446
H16 -15.51677 -16.11856 -31.84720
H17 -16.04746 -14.44942 -32.03484
O5 -15.76022 -2.18282 -33.26642
C13 -16.02056 -0.98471 -33.18954
C14 -16.27096 -0.08456 -31.93692
C15 -16.84119 1.22568 -32.52424
C16 -16.32023 1.22350 -33.93715
O6 -16.06694 -0.13404 -34.28250
H18 -16.88118 -0.63439 -31.22039
H19 -15.35635 0.16034 -31.39692
H20 -17.92272 1.18970 -32.65495
H21 -16.54637 2.10491 -31.95141
H22 -17.03370 1.68166 -34.62209
H23 -15.49093 1.92249 -33.82866
O7 -19.82086 -9.56196 -33.77287
C17 -18.60371 -9.32259 -33.83985
C18 -17.76713 -8.41073 -33.01104
C19 -16.33989 -8.89805 -33.35351
C20 -16.48665 -9.44920 -34.77282
O8 -17.84729 -9.78626 -34.87849
H24 -18.10096 -7.45037 -33.40392
H25 -18.08795 -8.50780 -31.97385
H26 -15.60502 -8.09377 -33.38824
H27 -15.97656 -9.57368 -32.57916
H28 -16.21216 -8.69404 -35.50937
H29 -15.84250 -10.31392 -34.93225
O9 -7.31883 -10.24991 -27.00072
C21 -8.20456 -10.95422 -26.47188
C22 -9.44572 -11.48740 -27.09797
C23 -10.01818 -12.18088 -25.90021
C24 -8.91902 -12.46845 -24.94582
O10 -7.96499 -11.43940 -25.32817
H30 -10.16909 -10.79945 -27.53563
H31 -9.10579 -12.15853 -27.88673
H32 -10.60959 -11.37437 -25.46677
H33 -10.64068 -13.06255 -26.05272
H34 -9.25278 -12.44156 -23.90852
H35 -8.42950 -13.42036 -25.15151
O11 -14.97941 -11.91613 -22.83510
C25 -15.54710 -12.95958 -22.67907
C26 -16.43794 -13.35475 -21.53179
C27 -16.21658 -14.86190 -21.54047
C28 -15.84395 -15.23875 -23.01783
O12 -15.35364 -13.99141 -23.58179
H36 -16.10060 -12.80376 -20.65388
H37 -17.47860 -13.07917 -21.70260
H38 -15.32717 -15.04759 -20.93834
H39 -17.02266 -15.48515 -21.15334
H40 -15.07242 -16.00651 -22.95961
H41 -16.74540 -15.59466 -23.51664
C29 -12.87186 2.21054 -26.77144
O13 -11.94297 1.14429 -26.56385
H42 -13.85589 1.75988 -26.90064
H43 -12.89880 2.81861 -25.86723
H44 -12.80542 2.84366 -27.65623
H45 -11.70257 0.77198 -27.41543

2.
This record from OMol25 describes an isolated ion of composition C29H45Si and charge +1. The level of theory is ωB97M-V with the def2-TZVPD basis set.

largest force on an atom: 2.6 eV/A
M: 421.76 g/mol
net charge: +1
E_tot: -38674.526 eV
ΔE to the lowest compared entry with this formula, charge and spin: 44.4 kJ/mol
multiplicity: 1
LUMO level: -5.7 eV
gap between HOMO and LUMO: 4.9 eV
HOMO energy: -10.690 eV

Atoms and positions in Å:
C1 2.56750 -0.28731 -2.33506
C2 1.12876 -0.69144 -1.95899
C3 0.21093 -0.02288 -2.91333
C4 -0.44416 -0.69527 -4.00149
Si1 -2.15568 0.13553 -4.42462
C5 -2.87192 -0.32134 -6.10492
C6 -3.34360 -0.52862 -3.13317
C7 -1.95661 1.99624 -4.34909
H1 3.32548 -0.90175 -1.82666
H2 2.74421 -0.37796 -3.41757
H3 2.75889 0.76144 -2.06638
H4 1.04154 -1.77738 -2.10487
H5 0.30588 1.06615 -2.94703
H6 0.09440 -0.61774 -4.97176
H7 -0.65220 -1.75744 -3.75129
H8 -3.94437 -0.07239 -6.10914
H9 -2.39096 0.23813 -6.91799
H10 -2.77658 -1.39488 -6.31536
H11 -3.93613 0.28174 -2.68604
H12 -4.03962 -1.24329 -3.59941
H13 -2.80038 -1.06426 -2.34172
H14 -2.82073 2.43827 -3.83025
H15 -1.04188 2.29818 -3.82461
H16 -1.92023 2.40101 -5.37325
C8 -1.24890 2.89280 5.87718
C9 -1.14990 2.27208 4.51183
C10 -1.44845 0.92365 4.31539
C11 -1.41469 0.32560 3.05200
C12 -1.73738 -1.14327 3.01843
C13 -1.11498 1.10106 1.90509
C14 -1.39387 0.57933 0.47730
C15 -2.92124 0.43116 0.30572
C16 -0.59298 -0.66570 0.04557
C17 0.84990 -0.37262 -0.50747
C18 1.88823 -1.08093 0.35305
C19 2.83836 -0.29926 1.03582
C20 2.73559 1.20388 1.12431
C21 3.92028 -0.92236 1.64658
C22 4.02807 -2.30928 1.66088
C23 5.17413 -2.96183 2.36803
C24 3.03924 -3.07693 1.04262
C25 1.94233 -2.49357 0.41230
C26 0.88763 -3.41734 -0.14492
C27 -0.71666 2.44137 2.11578
C28 -0.33389 3.34516 0.97010
C29 -0.72334 2.99753 3.39998
H17 -0.92755 3.94004 5.84224
H18 -2.28261 2.86755 6.24257
H19 -0.63134 2.35975 6.61468
H20 -1.76261 0.32591 5.17439
H21 -2.20729 -1.46486 2.08785
H22 -0.83207 -1.75210 3.17306
H23 -2.42634 -1.38841 3.83963
H24 -1.09970 1.36859 -0.22664
H25 -3.39097 1.41374 0.47549
H26 -3.18148 0.10170 -0.70646
H27 -3.34371 -0.27973 1.02734
H28 -0.50238 -1.33496 0.91207
H29 -1.13590 -1.23150 -0.72972
H30 0.99750 0.71336 -0.43473
H31 3.60917 1.57534 1.68212
H32 2.74674 1.71861 0.14769
H33 1.83023 1.51976 1.66979
H34 4.68809 -0.30202 2.10955
H35 5.09677 -4.04925 2.27466
H36 6.12839 -2.63227 1.93986
H37 5.18657 -2.70593 3.43561
H38 3.12847 -4.16717 1.05072
H39 1.27621 -4.44616 -0.14018
H40 -0.02497 -3.40465 0.46891
H41 0.59494 -3.20846 -1.18018
H42 -0.03497 4.32459 1.36970
H43 0.51946 2.95039 0.39811
H44 -1.17082 3.50909 0.27514
H45 -0.43783 4.04580 3.52519

3.
This record from OMol25 describes C29H46BaBrN3P2 as an isolated structure. The level of theory is ωB97M-V with the def2-TZVPD basis set.

largest force on an atom: 1.8 eV/A
M: 715.89 g/mol
net charge: +2
E_tot: -124589.540 eV
ΔE to the lowest compared entry with this formula, charge and spin: 30.5 kJ/mol
multiplicity: 1
LUMO level (alpha / beta): -6.3 / -6.3 eV
gap between HOMO and LUMO (alpha / beta): 6.7 / 6.7 eV
HOMO energy (alpha / beta): -13.041 / -13.041 eV

Atoms and positions in Å:
N1 2.73780 -1.61055 4.98087
C1 2.80043 -2.51227 3.98610
C2 3.51926 -2.29070 2.81484
C3 4.22748 -1.06665 2.65713
C4 4.14006 -0.11791 3.70239
C5 3.44035 -0.47354 4.86316
C6 4.89768 -0.79324 1.40657
Ba1 0.44633 -0.31860 -0.82179
P1 -1.94159 1.14398 -2.23654
C7 4.92959 0.42859 0.77951
C8 4.28491 0.54948 -0.51835
C9 3.74676 1.77951 -0.96848
C10 2.79311 1.79542 -1.98349
C11 2.49273 0.61107 -2.66184
C12 3.00227 -0.63306 -2.24765
C13 3.96414 -0.63510 -1.23760
Br1 1.56369 0.81437 -4.39749
H1 5.23303 -1.70166 0.88836
H2 5.31958 1.33255 1.25184
H3 3.49424 -3.02809 2.00305
H4 4.60513 0.87117 3.60588
H5 2.21899 -3.43452 4.09343
H6 3.39092 0.22686 5.70752
H7 4.08884 2.72265 -0.52717
H8 4.44247 -1.57927 -0.95104
H9 2.33348 2.72960 -2.31361
H10 2.69003 -1.56824 -2.72449
P2 -0.68453 0.91701 1.91293
C14 -1.37398 -0.25472 -3.30923
C15 -1.67876 -0.22543 -4.81496
H11 -1.67190 -1.21372 -2.85310
H12 -0.26170 -0.22022 -3.28247
H13 -1.41831 -1.19186 -5.27534
H14 -2.71315 -0.01012 -5.07731
H15 -1.05355 0.52136 -5.31037
C16 -1.18273 2.64388 -3.02602
C17 -2.04202 3.30887 -4.08333
H16 -0.22084 2.33485 -3.47456
H17 -0.94283 3.35934 -2.21690
H18 -1.50801 4.16326 -4.50639
H19 -2.27676 2.63856 -4.91514
H20 -2.98065 3.69165 -3.67663
C18 -3.74210 1.27275 -2.41909
C19 -4.38592 0.74041 -3.69251
H21 -4.05430 2.31268 -2.23354
H22 -4.11529 0.65933 -1.57779
H23 -5.47933 0.77297 -3.60920
H24 -4.11787 1.29899 -4.60064
H25 -4.12706 -0.31395 -3.82936
C20 -2.36655 0.75330 2.65008
C21 -3.51712 0.70556 1.66510
H26 -2.45972 1.60669 3.33630
H27 -2.33487 -0.15880 3.26332
H28 -4.45056 0.72078 2.23259
H29 -3.52003 1.55959 0.98226
H30 -3.49754 -0.21541 1.07723
C22 -0.78194 2.64188 1.23721
C23 0.55506 3.30622 0.92022
H31 -1.32099 3.21255 2.00741
H32 -1.43667 2.62200 0.34728
H33 0.38810 4.36543 0.69207
H34 1.24497 3.25084 1.77004
H35 1.05754 2.86854 0.04794
C24 0.30306 1.22440 3.44367
C25 0.06731 0.20982 4.54184
H36 0.07371 2.24444 3.78087
H37 1.35564 1.21841 3.12153
H38 0.65309 0.49193 5.41769
H39 -0.98217 0.15216 4.83466
H40 0.40783 -0.78285 4.24242
C26 -0.87057 -5.95185 0.76933
N2 -1.21253 -4.55725 0.49640
C27 -2.48236 -3.99214 0.47619
C28 -2.33563 -2.68878 0.09590
N3 -0.98675 -2.44517 -0.14756
C29 -0.33928 -3.59504 0.12048
H41 -1.32036 -6.29810 1.71264
H42 -1.22780 -6.60567 -0.04211
H43 0.22444 -6.02936 0.83761
H44 -3.34915 -4.56407 0.72711
H45 -3.09690 -1.92561 0.00517
H46 0.72860 -3.79220 0.05696

4.
This record from OMol25 describes C29H46Br3Cs2F6N2O9P2S as an isolated structure. The level of theory is ωB97M-V with the def2-TZVPD basis set.

largest force on an atom: 15.0 eV/A
M: 1280.22 g/mol
net charge: -1
E_tot: -309148.444 eV
multiplicity: 1
LUMO level: -2.1 eV
gap between HOMO and LUMO: 0.8 eV
HOMO energy: -2.977 eV

Atoms and positions in Å:
C1 -4.10390 0.36135 -0.83624
C2 -4.02984 0.38397 -2.45091
C3 -3.24391 -0.81370 -3.09197
C4 -3.12198 -0.93940 -4.62596
C5 -3.78452 0.13595 -5.52880
C6 -4.55551 1.30997 -4.87599
C7 -4.71721 1.48718 -3.32332
C8 -5.54882 2.66700 -2.63796
P1 -7.31854 2.79892 -3.34337
O1 -8.42196 2.40431 -2.12118
C9 -9.45617 1.52136 -2.58950
O2 -10.58944 2.04080 -2.80714
C10 -9.25124 -0.05029 -2.78919
C11 -10.46628 -1.08688 -2.67207
C12 -10.17712 -2.62820 -2.82878
C13 -8.74245 -3.22751 -3.11943
C14 -7.52389 -2.19915 -3.27797
C15 -7.83939 -0.66114 -3.10638
H1 -4.98484 -0.30695 -0.49858
H2 -3.15776 -0.11305 -0.39532
H3 -4.25471 1.40295 -0.39478
H4 -2.77899 -1.62486 -2.43448
H5 -2.55090 -1.82234 -5.09139
H6 -3.72474 0.03624 -6.67240
H7 -5.04827 2.08008 -5.57296
H8 -5.70698 2.36571 -1.53494
H9 -4.96367 3.64177 -2.73283
H10 -7.51198 1.89860 -4.46088
H11 -7.49062 4.11889 -3.86306
H12 -11.51628 -0.69642 -2.47241
H13 -11.02715 -3.39510 -2.70800
H14 -8.49376 -4.36135 -3.23771
H15 -6.41810 -2.51536 -3.47675
H16 -6.96686 0.06690 -3.22016
C16 2.33430 -1.64094 -5.44207
C17 1.56027 -2.51048 -4.46062
C18 0.78836 -3.64158 -5.14227
C19 -0.25505 -3.14007 -6.04151
N1 -1.06901 -2.74183 -6.75365
H17 1.66540 -1.13770 -6.14745
H18 2.88934 -0.86969 -4.90437
H19 3.04991 -2.23700 -6.01221
H20 0.87359 -1.87982 -3.88395
H21 2.26396 -2.94724 -3.74566
H22 0.32270 -4.26818 -4.37448
H23 1.47974 -4.28257 -5.69747
C20 4.31452 -5.26671 -1.98462
O3 4.25219 -4.45666 -2.88981
N2 3.75279 -5.11456 -0.75115
C21 3.86991 -6.12742 0.27814
C22 3.01420 -3.89958 -0.46175
H24 4.85133 -6.22268 -2.10054
H25 2.86919 -6.46555 0.56134
H26 4.36821 -5.69544 1.14875
H27 4.44869 -6.98175 -0.07764
H28 2.18637 -3.80875 -1.17079
H29 3.67540 -3.04040 -0.58466
H30 2.62564 -3.92091 0.55685
F1 -6.35065 3.80706 -0.27914
P2 -7.30138 5.10033 -0.11601
F2 -8.54344 4.08117 -0.07290
F3 -6.41443 5.40287 -1.43156
F4 -6.80860 6.52495 0.43562
F5 -7.17258 4.87987 1.46847
F6 -8.49871 5.89183 -0.84057
O4 3.23777 -0.39149 -8.04842
H31 2.55440 -0.45473 -8.72695
H32 3.67886 0.44576 -8.23770
Cs1 -7.66198 -2.38037 -5.86303
O5 5.07109 -1.18629 -4.24329
H33 5.40212 -1.98229 -3.83137
C23 5.20251 -3.22770 3.21242
Br1 6.46496 -4.28533 4.23147
Br2 5.64375 -3.19822 1.32248
Br3 3.37210 -3.79924 3.51675
H34 5.28167 -2.20186 3.57680
O6 6.19896 -0.80798 5.69392
C24 7.19076 -0.91719 6.58889
C25 6.67336 -1.73932 7.85653
O7 7.66426 -1.83843 8.76324
H35 7.61058 0.02785 6.99671
H36 8.11251 -1.43572 6.25453
H37 6.27225 -2.68415 7.45176
H38 5.74636 -1.23427 8.18323
Cs2 8.39823 -0.71372 10.00072
C26 6.81402 6.91938 8.33350
C27 7.09102 5.70634 7.44274
C28 8.02029 4.77044 8.21799
S1 7.68709 5.05830 9.95247
O8 8.86615 5.63371 10.55892
O9 7.02091 3.90265 10.50738
C29 6.48574 6.35519 9.70957
H39 5.99609 7.52959 7.94474
H40 7.70859 7.54830 8.38988
H41 6.14953 5.19245 7.22411
H42 7.53361 5.99868 6.48802
H43 7.82606 3.72360 7.98153
H44 9.06986 5.00495 8.03253
H45 6.56810 7.09274 10.50754
H46 5.49407 5.89756 9.72081

5.
This record from OMol25 describes C29H46Cl2N4Pb as an isolated structure. The level of theory is ωB97M-V with the def2-TZVPD basis set.

largest force on an atom: 1.1 eV/A
M: 728.82 g/mol
net charge: -2
E_tot: -67069.589 eV
multiplicity: 1
LUMO level (alpha / beta): 4.1 / 4.0 eV
gap between HOMO and LUMO (alpha / beta): 1.8 / 2.2 eV
HOMO energy (alpha / beta): 2.306 / 1.796 eV

Atoms and positions in Å:
Pb1 0.00188 0.37729 0.93498
Cl1 1.40801 -1.66755 0.49684
C1 0.27117 1.58604 5.34418
C2 0.23901 1.48327 3.09586
N1 0.78530 0.97229 4.22846
H1 -1.05227 3.33451 5.46786
N2 -0.48482 2.53895 3.54219
H2 0.56528 1.35470 6.35466
C3 1.84698 -0.06780 4.31186
C4 2.44653 0.00128 5.70767
C5 1.25511 -1.44928 4.11266
H3 1.72360 -0.29293 6.47802
H4 3.28246 -0.70498 5.76915
H5 2.84275 1.00215 5.91933
H6 3.77159 -0.42314 3.44666
H7 3.27565 1.28974 3.44689
H8 0.91942 -1.60713 3.08232
C6 2.92655 0.26108 3.29457
H9 0.41437 -1.61078 4.79632
H10 2.02331 -2.20821 4.31941
H11 2.59715 0.13188 2.25795
C7 -0.53087 2.56868 4.91908
C8 -2.70436 3.26513 2.76800
H12 -3.10967 3.32275 3.78663
H13 -3.22644 4.02022 2.16807
C9 -1.21083 3.57959 2.76212
H14 -0.92741 4.65861 0.94437
C10 -1.00683 4.90720 3.49321
H15 0.05863 5.11742 3.64584
H16 -2.92919 2.27929 2.34453
H17 -1.08437 2.93907 0.67044
H18 -1.52154 4.92681 4.46139
H19 -1.44065 5.71725 2.89296
C11 -0.64221 3.67872 1.35447
H20 0.45725 3.62628 1.34265
C12 0.69916 -1.91162 -6.49640
N3 0.84294 -1.79431 -5.12863
H21 -0.24509 -0.54506 -7.90509
N4 -0.19616 -0.05057 -5.78315
H22 1.05438 -2.73603 -7.07978
C13 1.64924 -2.68933 -4.30099
C14 2.03955 -3.89113 -5.12895
C15 2.91036 -1.95338 -3.86805
H23 2.68255 -3.60642 -5.96735
H24 2.61420 -4.58259 -4.50876
H25 1.16733 -4.43106 -5.50491
H26 1.43156 -3.73302 -2.44879
H27 -0.06869 -3.62220 -3.38894
H28 2.67070 -1.03732 -3.32022
C16 0.82923 -3.07290 -3.08423
H29 3.52841 -1.70916 -4.74017
H30 3.50007 -2.60873 -3.21636
H31 0.54725 -2.18963 -2.50237
C17 0.04826 -0.80998 -6.90963
C18 0.40887 2.29008 -5.54423
H32 1.13891 2.26663 -6.36007
H33 0.00592 3.30833 -5.50001
C19 -0.72596 1.31210 -5.81542
H34 -2.13512 2.46364 -4.69199
C20 -1.28796 1.59126 -7.19357
H35 -2.08172 0.88841 -7.46233
H36 0.91641 2.07026 -4.60094
H37 -1.36400 1.15297 -3.75235
H38 -0.50054 1.56844 -7.95487
H39 -1.71637 2.59785 -7.20901
C21 -1.77462 1.42923 -4.72807
H40 -2.63149 0.78740 -4.95515
C22 0.30534 -0.64254 -4.67394
Cl2 -2.84169 0.02459 4.46074
C23 -2.32586 -1.57854 4.06335
C24 -2.34165 -2.53166 5.07124
C25 -1.90575 -3.83670 4.80443
C26 -1.45700 -4.15948 3.52435
C27 -1.43097 -3.20443 2.51513
C28 -1.90491 -1.88611 2.74167
C29 -1.91714 -0.91370 1.65059
H41 -2.70151 -2.25721 6.05794
H42 -1.92427 -4.58550 5.59449
H43 -1.13036 -5.18073 3.30298
H44 -1.05479 -3.45466 1.52414
H45 -2.59455 -0.06496 1.79155
H46 -1.97297 -1.38898 0.66052